Entry 1:
{
  "formula": "C4H7NO",
  "method": "ωB97M-V with the def2-TZVPD basis set",
  "charge": 0,
  "multiplicity": 1,
  "gap_ev": 9.3183,
  "homo_ev": -9.1400,
  "e_above_lowest_kj_mol": 390.8,
  "symbols": ["O", "C", "C", "C", "C", "N", "H", "H", "H", "H", "H", "H", "H"],
  "positions_angstrom": [[2.553808, 0.922305, -0.380947], [1.389481, 0.492750, -0.263303], [1.597704, -0.826830, -0.734152], [-1.003144, -0.922554, 0.299839], [-1.036453, 0.567695, -0.019660], [0.290106, 1.162205, 0.110652], [-0.352249, -1.455749, -0.408778], [1.958234, -1.457213, 0.092781], [-1.999429, -1.358259, 0.189838], [-0.648856, -1.099669, 1.320175], [-1.424604, 0.721360, -1.035357], [-1.705763, 1.085465, 0.674638], [0.381161, 2.168491, 0.154278]],
  "forces_ev_per_a": [[-0.149, -0.098, 0.032], [-0.097, -0.027, 0.022], [0.129, 0.151, 0.084], [-0.017, -0.002, 0.040], [-0.145, -0.056, -0.015], [0.232, -0.020, -0.110], [-0.140, 0.009, 0.085], [0.015, 0.136, -0.077], [0.087, 0.090, 0.045], [-0.058, 0.020, -0.158], [0.048, -0.016, 0.133], [0.099, -0.067, -0.108], [-0.004, -0.119, 0.027]]
}


Entry 2:
{
  "formula": "C42H42Cl5N4O8PS2SiTi",
  "method": "ωB97M-V with the def2-TZVPD basis set",
  "charge": -2,
  "multiplicity": 3,
  "gap_ev": [4.3393, 6.7699],
  "homo_ev": [-0.5553, -2.9864],
  "s_squared": 2.03,
  "e_above_lowest_kj_mol": 0.0,
  "symbols": ["Ti", "O", "C", "C", "C", "C", "N", "C", "C", "C", "C", "C", "C", "O", "C", "C", "N", "H", "H", "H", "H", "H", "H", "H", "H", "H", "H", "H", "H", "O", "C", "O", "C", "C", "C", "C", "C", "C", "C", "C", "C", "N", "H", "H", "H", "H", "H", "H", "Cl", "Si", "Cl", "Cl", "C", "C", "C", "O", "P", "S", "S", "O", "C", "C", "C", "H", "H", "H", "H", "H", "H", "H", "H", "H", "H", "H", "H", "H", "H", "Cl", "C", "C", "C", "C", "C", "Cl", "C", "N", "C", "C", "C", "C", "C", "C", "C", "C", "O", "O", "H", "H", "H", "H", "H", "H", "H", "H", "H", "H"],
  "positions_angstrom": [[-0.745912, -0.097014, 0.226236], [2.046212, -0.446258, 6.548551], [1.814310, 0.819991, 5.950655], [1.498119, 0.744490, 4.480435], [0.879558, 1.813802, 3.844363], [0.445725, 1.665667, 2.549081], [0.600986, 0.517786, 1.880522], [1.308663, -0.454195, 2.437038], [1.767710, -0.389804, 3.744103], [1.585971, -1.606225, 1.537233], [2.558780, -2.552021, 1.807271], [2.805711, -3.542107, 0.863796], [3.931551, -4.519900, 1.069743], [5.133845, -3.885915, 1.493396], [2.047562, -3.561185, -0.289618], [1.073169, -2.596885, -0.480826], [0.854042, -1.642611, 0.425865], [1.251200, -0.979047, 6.411846], [2.716410, 1.414415, 6.107123], [0.991238, 1.336482, 6.452398], [0.681485, 2.742878, 4.368058], [-0.090754, 2.442442, 2.023665], [2.279861, -1.228161, 4.194037], [3.159484, -2.488612, 2.704280], [4.093542, -5.082187, 0.146269], [3.670143, -5.234461, 1.851449], [5.209380, -3.045874, 1.023514], [2.224508, -4.296190, -1.066486], [0.471985, -2.550149, -1.381337], [-3.079184, 3.179591, 0.790897], [-2.501206, 2.110323, 0.918621], [-1.564756, 1.672782, 0.105859], [-2.708150, 1.211079, 2.072530], [-3.419604, 1.620206, 3.190005], [-3.365256, 0.888810, 4.355167], [-2.552770, -0.286801, 4.393390], [-2.327443, -1.022910, 5.564389], [-1.546516, -2.172638, 5.566004], [-1.010733, -2.632334, 4.366621], [-1.208283, -1.918933, 3.194491], [-1.931229, -0.714244, 3.179527], [-1.996478, 0.038325, 2.035453], [-3.964313, 2.553385, 3.115233], [-3.887089, 1.206741, 5.251028], [-2.786831, -0.675604, 6.485798], [-1.394459, -2.730421, 6.484826], [-0.447480, -3.560092, 4.338889], [-0.835051, -2.301901, 2.254040], [-4.290120, -0.769552, -0.563817], [-2.681202, -2.114950, -0.040922], [-3.704673, -3.381841, 1.340361], [-2.653904, -3.408660, -1.781133], [4.647226, -1.080250, -1.329482], [4.703247, 0.060593, -2.332794], [3.838795, -0.211223, -3.552286], [4.389696, 1.354459, -1.775561], [3.285514, 1.700551, -0.623449], [3.945552, 1.200126, 1.160047], [1.513316, 1.056875, -1.239109], [3.388919, 3.307952, -0.706361], [3.401883, 4.162158, -1.865185], [2.495530, 3.737635, -3.006859], [4.838952, 4.368372, -2.317888], [4.988431, -1.994598, -1.830968], [3.626247, -1.236949, -0.980456], [5.276217, -0.870773, -0.463390], [5.741783, 0.174874, -2.653961], [2.790174, -0.327861, -3.271019], [4.172787, -1.128458, -4.050555], [3.918448, 0.612508, -4.265675], [3.025265, 5.108433, -1.472649], [2.824692, 2.799629, -3.454713], [2.526886, 4.520042, -3.772469], [1.468644, 3.603535, -2.673116], [5.239677, 3.446639, -2.741165], [5.460450, 4.660140, -1.469153], [4.880998, 5.157532, -3.075364], [1.450875, -1.015389, -6.382824], [0.877692, -2.639320, -6.574532], [1.818604, -3.568584, -6.997595], [1.511274, -4.914831, -7.061465], [0.244575, -5.335336, -6.689759], [-0.696667, -4.400815, -6.308461], [-2.275401, -4.970914, -5.850075], [-0.440424, -3.016904, -6.257656], [-1.485533, -2.179209, -5.875031], [-1.577304, -0.803743, -6.157636], [-1.425501, -0.366092, -7.470960], [-1.517122, 0.979953, -7.778887], [-1.792617, 1.899706, -6.777236], [-1.989564, 1.453230, -5.477696], [-1.893504, 0.106358, -5.140285], [-2.149601, -0.321101, -3.717975], [-0.944599, -0.850473, -2.937807], [-0.082278, -1.547304, -3.467827], [-1.000648, -0.560172, -1.688275], [2.811879, -3.210521, -7.233669], [2.258414, -5.633018, -7.375909], [-0.032173, -6.381727, -6.698010], [-1.854899, -2.436961, -4.972686], [-1.211905, -1.097847, -8.243538], [-1.372675, 1.309286, -8.801827], [-1.861757, 2.957869, -7.001831], [-2.212959, 2.162373, -4.687809], [-2.903982, -1.115572, -3.677989], [-2.574503, 0.501364, -3.150593]],
  "forces_ev_per_a": [[-0.246, 0.061, -0.471], [-0.025, 0.104, 0.000], [0.046, -0.099, 0.018], [0.065, -0.198, 0.087], [-0.141, 0.228, -0.042], [-0.015, -0.181, -0.090], [-0.019, 0.220, 0.006], [0.317, -0.374, -0.193], [0.007, 0.089, 0.102], [0.049, 0.166, 0.511], [0.151, -0.085, -0.158], [0.189, 0.068, 0.311], [0.041, 0.085, 0.030], [-0.068, -0.037, 0.003], [-0.171, 0.000, -0.361], [-0.017, 0.049, 0.105], [-0.298, -0.149, -0.168], [-0.009, 0.010, -0.038], [0.054, -0.067, 0.031], [-0.041, 0.056, 0.031], [0.013, -0.066, -0.011], [-0.018, 0.062, -0.003], [-0.034, 0.025, 0.013], [0.010, 0.013, -0.042], [0.015, -0.026, -0.057], [0.030, -0.029, 0.050], [-0.008, -0.019, -0.007], [-0.006, 0.021, 0.044], [0.006, -0.013, -0.019], [-0.107, 0.034, -0.014], [0.163, -0.025, -0.070], [-0.084, 0.134, 0.025], [0.031, -0.104, 0.149], [0.033, 0.048, -0.024], [-0.014, 0.004, 0.063], [0.050, -0.033, -0.008], [-0.009, 0.042, 0.013], [0.029, -0.030, 0.008], [-0.003, 0.001, -0.010], [-0.023, -0.039, 0.019], [0.040, 0.055, 0.025], [-0.084, -0.109, -0.065], [0.010, -0.026, -0.004], [0.013, -0.011, -0.018], [0.011, -0.007, -0.029], [-0.018, 0.022, -0.031], [-0.023, 0.045, -0.001], [0.017, 0.009, 0.023], [0.083, -0.244, -0.039], [-0.010, 0.466, -0.078], [-0.016, -0.073, -0.007], [-0.030, -0.024, 0.066], [-0.013, -0.080, -0.016], [-0.132, 0.121, 0.052], [-0.056, -0.072, -0.069], [0.044, -0.126, -0.023], [0.064, -0.053, -0.007], [-0.018, 0.015, 0.023], [-0.073, -0.019, -0.020], [-0.005, 0.044, -0.083], [0.039, -0.098, 0.078], [-0.015, -0.022, -0.045], [0.064, 0.015, -0.035], [-0.026, 0.079, 0.060], [-0.024, 0.011, 0.005], [-0.004, -0.001, -0.025], [0.057, 0.039, -0.019], [0.059, 0.002, -0.020], [-0.013, 0.070, 0.044], [-0.013, -0.014, 0.023], [-0.025, 0.067, 0.039], [0.006, 0.010, 0.025], [-0.009, -0.029, 0.030], [0.013, 0.005, 0.006], [-0.022, 0.034, 0.026], [-0.014, -0.014, -0.032], [-0.004, -0.029, 0.032], [-0.052, -0.008, 0.002], [-0.079, 0.044, 0.033], [0.000, -0.002, 0.011], [0.015, -0.013, -0.013], [-0.024, -0.040, 0.001], [-0.043, 0.059, 0.016], [0.027, 0.010, -0.014], [-0.023, 0.028, -0.056], [0.150, 0.060, -0.072], [0.054, -0.103, 0.029], [0.027, -0.038, 0.018], [0.009, 0.030, -0.024], [-0.007, 0.029, 0.010], [-0.004, -0.050, 0.013], [0.031, -0.005, -0.002], [0.038, 0.056, -0.152], [0.093, -0.268, 0.093], [-0.133, 0.231, 0.122], [0.180, -0.034, 0.035], [-0.012, -0.023, 0.000], [-0.027, 0.027, 0.016], [0.029, 0.039, -0.005], [-0.038, -0.038, 0.122], [-0.008, 0.035, 0.032], [-0.008, -0.012, 0.026], [0.007, -0.044, -0.004], [0.005, -0.017, -0.033], [0.006, -0.056, 0.043], [-0.027, 0.100, 0.029]]
}


Question: Which of these has the lowest charge?
Answer: C42H42Cl5N4O8PS2SiTi